1.
Density functional theory data (ωB97M-V with the def2-TZVPD basis set) for a molecular structure, C14H20BInN2O5.

The total charge is +2. The HOMO energy comes out at -13.883 eV. The orbital gap comes out at 8.00 eV.

Cartesian coordinates (Å):
In -0.411285 0.334138 -0.329472
C 2.341653 -2.066772 -3.496346
N 2.236210 -2.456822 -2.081635
C 2.972568 -3.667681 -1.681544
C 1.550912 -1.744536 -1.230131
O 0.914462 -0.704579 -1.579950
C 1.475543 -2.185224 0.224153
O 0.932785 -1.132385 1.022284
C 1.843848 -0.420980 1.862423
C 1.929623 1.034899 1.425858
O 1.144062 1.446819 0.520466
N 2.787978 1.836561 1.997057
C 2.837822 3.261053 1.629393
C 3.619784 1.451557 3.146158
H 1.989393 -2.889456 -4.114870
H 3.385722 -1.863932 -3.729217
H 1.745753 -1.183283 -3.687007
H 3.093998 -4.289759 -2.562999
H 2.422039 -4.244665 -0.943759
H 3.961466 -3.415047 -1.299643
H 2.450581 -2.487459 0.598251
H 0.802174 -3.039966 0.302698
H 2.828160 -0.883714 1.830242
H 1.469864 -0.473998 2.885239
H 2.420608 3.408507 0.641066
H 3.877760 3.576683 1.640489
H 2.276577 3.849011 2.354837
H 3.697054 0.375745 3.254137
H 3.199821 1.871296 4.059452
H 4.618568 1.854837 3.001369
O -3.329543 1.513184 -0.873959
B -2.633462 0.525932 -0.263397
O -3.356847 -0.391389 0.429598
C -4.679653 0.063138 0.242111
C -5.840613 -0.485050 0.725207
C -7.010645 0.184161 0.375974
C -6.992630 1.333518 -0.411878
C -5.803327 1.873480 -0.891700
C -4.662383 1.199579 -0.536378
H -5.846759 -1.376999 1.335940
H -7.957222 -0.202047 0.727589
H -7.926256 1.819836 -0.658304
H -5.772344 2.763948 -1.503798

Atoms 1-3, force components in eV/Å:
-0.1 -0.1 0.2
0.0 0.0 0.0
0.0 0.0 0.0

These are the Löwdin partial charges, in e, on atoms 1 to 4:
1 In 1.360
2 C 0.034
3 N -0.091
4 C 0.018

---

2.
Density functional theory data (ωB97M-V with the def2-TZVPD basis set) for C14H20BrNO in the gas phase.

The total charge is 0. The HOMO energy comes out at -8.973 eV. The orbital gap comes out at 9.75 eV.

Cartesian coordinates (Å):
C 1.363061 1.931625 -0.569584
C 0.404494 3.007192 -0.075448
C -1.025577 2.812333 -0.582722
C -1.908085 1.887934 0.262429
N -1.565645 0.467258 0.235757
C -1.414572 -0.179783 1.523684
C -0.046071 0.040976 2.163937
C -1.734895 -0.175156 -0.943935
O -2.063670 0.418639 -1.953376
C -1.472903 -1.684515 -0.995836
C -0.036326 -2.018296 -0.723169
C 0.335003 -2.905457 0.279718
C 1.668141 -3.188168 0.520393
C 2.637410 -2.573077 -0.251662
Br 4.478672 -2.943102 0.086971
C 2.293531 -1.695432 -1.266063
C 0.957951 -1.427486 -1.497780
H 1.020172 0.943180 -0.281690
H 1.432657 1.964504 -1.654535
H 2.358204 2.086582 -0.157566
H 0.407876 3.036990 1.017018
H 0.766374 3.977443 -0.423556
H -1.007762 2.441709 -1.606633
H -1.531115 3.780746 -0.590391
H -1.881031 2.215795 1.302709
H -2.934794 1.990267 -0.110906
H -2.190026 0.212007 2.193579
H -1.584919 -1.249174 1.418057
H -0.031666 -0.416202 3.150193
H 0.165857 1.100521 2.271820
H 0.738435 -0.411814 1.563840
H -2.140332 -2.217085 -0.316488
H -1.725437 -1.983394 -2.016593
H -0.419463 -3.391980 0.881352
H 1.950157 -3.878020 1.300805
H 3.059578 -1.227720 -1.864730
H 0.676714 -0.749842 -2.289598

Atoms 1-3, force components in eV/Å:
-0.1 0.2 0.2
-0.1 -0.1 -0.2
0.1 0.0 0.2

These are the Löwdin partial charges, in e, on atoms 1 to 4:
1 C -0.105
2 C -0.251
3 C -0.185
4 C -0.145

---

3.
Density functional theory data (ωB97M-V with the def2-TZVPD basis set) for a molecular structure, C14H20Cl3N2O2PdS2Si2 in a non-equilibrium geometry.

The multiplicity is 5. The total charge is +1. The HOMO energy (alpha / beta) comes out at -8.535 / -11.422 eV. The orbital gap (alpha / beta) comes out at 5.98 / 5.44 eV.

Cartesian coordinates (Å):
Pd -1.754300 0.319700 0.073700
O 0.613200 4.090600 3.676400
C 0.616600 3.149400 4.612600
C 0.977600 3.507100 5.909900
C 0.990500 2.579900 6.929000
C 0.636100 1.247600 6.669700
C 0.248800 0.866400 5.410200
C 0.223300 1.788000 4.338700
C -0.161700 1.384200 3.046500
O -0.688200 0.105900 2.842900
N -0.053500 2.195700 1.995300
N -0.394100 1.885600 0.785300
C -0.168300 2.788200 -0.178300
S -0.471400 2.335000 -1.829700
C 0.200500 3.901400 -2.529600
C 0.020400 4.996800 -1.505900
S 0.580000 4.344700 0.105000
H 0.378500 3.703700 2.803200
H 1.242900 4.536100 6.090500
H 1.285800 2.881100 7.920300
H 0.684600 0.521600 7.467000
H -0.007200 -0.162300 5.209900
H -0.339800 4.105500 -3.451900
H 1.253800 3.722600 -2.758100
H -1.024800 5.288900 -1.394700
H 0.626600 5.869500 -1.741900
Cl -2.106000 -1.966500 1.589900
Si -2.212000 -0.439100 2.909500
Cl -2.937800 -0.747100 4.724600
Cl -3.368200 0.998300 1.926200
C -0.975300 -1.654600 -1.688700
Si -2.345300 -0.752900 -2.738300
C -1.480700 0.071300 -4.230500
C -3.634800 -2.026000 -3.345900
C -3.230700 0.437700 -1.568200
H -0.207100 -2.076600 -2.328400
H -1.405400 -2.474200 -1.115500
H -0.454000 -0.958000 -0.985100
H -1.424600 -0.634300 -5.054800
H -0.466900 0.385500 -4.004200
H -2.023400 0.941900 -4.581600
H -3.159100 -2.853200 -3.860400
H -4.321700 -1.552900 -4.041400
H -4.214400 -2.430100 -2.522500
H -4.132500 0.059900 -1.082900
H -3.332700 1.481600 -1.861600

Atoms 1-3, force components in eV/Å:
0.3 0.4 -0.2
0.1 0.3 0.2
0.0 0.0 0.1

These are the Löwdin partial charges, in e, on atoms 1 to 4:
1 Pd 0.531
2 O 0.092
3 C -0.228
4 C 0.006

---

4.
Density functional theory data (ωB97M-V with the def2-TZVPD basis set) for a molecular structure, C14H20CoFN2O4S4.

The total charge is +2. The HOMO energy comes out at -14.156 eV. The orbital gap comes out at 6.52 eV.

Cartesian coordinates (Å):
Co 1.076170 -0.169407 -0.475172
C 3.071942 0.838552 1.738548
C 1.985819 1.889716 1.523797
S 1.686663 1.942912 -0.269500
C 0.024968 2.630830 -0.548438
C -0.360702 2.236506 -1.973294
S -0.304758 0.413362 -2.159477
C 0.777288 0.093536 -3.603625
C 1.619963 -1.144142 -3.308468
S 2.682198 -0.646423 -1.922968
C 3.306893 -2.116910 -1.063316
C 3.826358 -1.591901 0.276242
S 2.445485 -0.796843 1.187437
H 3.321069 0.760655 2.795395
H 3.977037 1.076046 1.179197
H 2.335969 2.866645 1.855650
H 1.058240 1.635372 2.035632
H 0.065968 3.715096 -0.448516
H -0.664230 2.210844 0.182872
H 0.301943 2.686001 -2.712529
H -1.383741 2.545068 -2.180927
H 1.401644 0.964568 -3.804967
H 0.132258 -0.084313 -4.462706
H 2.241599 -1.401648 -4.165015
H 1.011330 -2.000826 -3.018465
H 4.117172 -2.559946 -1.641479
H 2.501733 -2.840721 -0.939419
H 4.625351 -0.863633 0.137584
H 4.201333 -2.408562 0.890085
F -4.827002 -0.420253 4.390220
C -4.336718 -0.284890 3.170763
C -3.444363 -1.142791 2.680777
N -2.925881 -0.992367 1.394986
C -1.985217 -1.940298 0.847893
C -0.700804 -1.284471 0.422115
O 0.105785 -1.853827 -0.381545
O -0.360433 -0.120231 0.803556
C -3.304055 0.048929 0.575351
O -2.820639 0.189085 -0.541376
N -4.233321 0.895493 1.102779
C -4.826196 0.851570 2.381691
O -5.616547 1.676808 2.733868
H -3.098449 -1.989358 3.256320
H -2.386215 -2.446524 -0.032185
H -1.760864 -2.702774 1.594547
H -4.562046 1.635462 0.496084

Atoms 1-3, force components in eV/Å:
0.0 -0.1 0.0
0.0 0.0 0.0
0.0 0.0 0.0

These are the Löwdin partial charges, in e, on atoms 1 to 4:
1 Co -0.150
2 C -0.405
3 C -0.408
4 S 1.007

---

5.
Density functional theory data (ωB97M-V with the def2-TZVPD basis set) for a molecular structure, C14H20KN3O5S in a non-equilibrium geometry.

The total charge is -2. The HOMO energy comes out at -1.204 eV. The orbital gap comes out at 5.95 eV.

Cartesian coordinates (Å):
K -0.291180 0.379721 0.214417
N -1.108968 1.853909 4.541841
C -0.604454 0.921328 3.625265
S -1.680498 -0.332847 3.232985
N 0.621570 1.141769 3.280072
N 1.177036 0.533696 2.205861
C 2.453396 0.429168 2.210964
C 3.264589 -0.083437 1.141817
C 4.648940 0.021788 1.275567
C 5.534321 -0.475051 0.340212
C 5.026742 -1.118016 -0.784479
C 3.671682 -1.239290 -0.954695
C 2.724973 -0.735156 -0.019658
O 1.478456 -0.891006 -0.219452
H -1.815789 1.461350 5.146386
H -0.373447 2.353243 5.023681
H 3.014862 0.743624 3.107964
H 5.036578 0.516622 2.161528
H 6.604768 -0.369270 0.488723
H 5.706846 -1.527505 -1.527168
H 3.278108 -1.747699 -1.825070
C 1.506947 2.801140 -1.635417
C -0.007452 2.998872 -1.647827
C -0.355945 4.265225 -2.440479
O -0.536987 3.074458 -0.342663
C -0.685694 1.761527 -2.344753
O -0.444997 1.564227 -3.535054
O -1.449790 1.120392 -1.586990
H 2.000789 3.675247 -1.204744
H 1.841416 2.656027 -2.661041
H 1.774576 1.922054 -1.051791
H 0.229575 5.113376 -2.083078
H -1.413201 4.490784 -2.318075
H -0.154425 4.091430 -3.494474
H -1.185309 2.329763 -0.369299
C 0.014638 -2.193036 -2.997923
C -0.255014 -3.130501 -1.824760
O 0.883467 -3.353776 -1.044043
H -0.821383 -2.190080 -3.693943
H 0.916270 -2.509168 -3.522188
H 0.168342 -1.183224 -2.632594
H -0.568038 -4.118597 -2.196417
H -1.072305 -2.719080 -1.210177
H 1.166490 -2.450958 -0.724380

Atoms 1-3, force components in eV/Å:
-1.2 -0.5 1.7
0.1 0.3 0.3
0.0 -0.1 0.2

These are the Löwdin partial charges, in e, on atoms 1 to 4:
1 K 0.818
2 N -0.015
3 C -1.028
4 S 0.374

---

6.
Density functional theory data (ωB97M-V with the def2-TZVPD basis set) for a molecular structure, C14H20LiO10S in a non-equilibrium geometry.

The total charge is -1. The HOMO energy comes out at -3.924 eV. The orbital gap comes out at 5.67 eV.

Cartesian coordinates (Å):
Li 1.047579 0.758647 -0.592198
S 1.013093 -2.070318 -2.207335
O 0.574533 -1.406272 -3.400031
O 0.897950 -1.127738 -1.062329
O 0.230046 -3.182078 -1.769389
O 2.425217 -2.372925 -2.245268
C 0.938180 1.188999 2.006340
O -0.006832 1.601713 1.005952
H 1.698590 1.958580 2.322284
H 1.586715 0.224438 1.945033
H 0.479969 1.022679 2.831500
H -0.560772 2.421837 1.252027
C 2.965967 2.229662 -1.465647
O 2.920049 1.345666 -0.339082
H 2.854126 1.917214 -2.563267
H 4.123614 2.546690 -1.573094
H 2.585344 3.082957 -1.052674
H 3.795811 1.216275 0.067758
C -0.463455 -2.653697 3.010449
C 0.350587 -3.129108 4.138903
C 1.707706 -3.088308 4.117611
C 2.288377 -2.623769 2.976511
C 1.555262 -2.152057 1.917499
C 0.155782 -2.107614 1.828936
O -0.533612 -1.592563 0.837305
O 2.356006 -3.584034 5.229574
H -1.688315 -2.672585 3.067580
H -0.260360 -3.485359 4.985836
H 3.473968 -2.852232 2.820564
H 2.070997 -1.744336 0.994582
H -0.056755 -1.460134 0.103958
H 2.269609 -3.151043 6.018325
C -2.665798 1.504661 -1.169282
C -4.009868 1.887146 -1.360823
C -4.351538 2.242241 -2.712220
C -3.387770 2.232911 -3.824597
C -2.139860 1.566054 -3.540472
C -1.777258 1.284651 -2.214079
O -0.500004 0.781123 -2.087347
O -5.534284 2.812732 -3.050835
H -2.280882 1.205384 -0.133116
H -4.649382 1.997552 -0.801702
H -3.700360 2.686857 -4.863570
H -1.268149 1.540493 -4.359870
H -0.315193 0.050495 -2.626855
H -6.214632 3.148514 -2.463445

Atoms 1-3, force components in eV/Å:
-0.6 -1.2 -0.5
2.3 -1.3 2.2
-1.6 1.6 -2.3

These are the Löwdin partial charges, in e, on atoms 1 to 4:
1 Li 0.657
2 S 0.154
3 O -0.367
4 O -0.499